# 1
97
Properties=species:S:1:pos:R:3 method="wB97M-V/def2-TZVPD" homo_ev=-1.07 homo_lumo_gap_ha=0.151 total_charge=-2 lumo_ha=0.112
Tl 0.69356 -1.86993 0.80853
S 4.17226 -2.60653 1.11643
C 4.07226 -1.23913 2.06873
N 4.87176 -0.16493 1.84993
C 4.61466 1.03647 2.61103
C 4.46096 0.65787 4.07733
N 3.43106 -0.33813 4.21643
C 2.57186 -0.24933 5.37523
C 1.68396 0.96117 5.28303
C 0.92406 1.17337 4.13893
C 0.18486 2.33087 3.98633
C 0.17296 3.28747 4.98733
C 0.89156 3.06327 6.14903
C 1.65006 1.91337 6.29173
C 3.23476 -1.26043 3.24623
S 2.12316 -2.49453 3.49623
C 5.63496 -0.03533 0.62153
C 4.86996 0.64957 -0.48907
C 3.97756 -0.08883 -1.25687
C 3.20716 0.52687 -2.22357
C 3.33516 1.88297 -2.46177
C 4.24246 2.62257 -1.72587
C 4.99786 2.00957 -0.73997
H 3.68676 1.50337 2.24983
H 5.45476 1.72437 2.48263
H 4.18206 1.53807 4.66353
H 5.41106 0.25837 4.47193
H 3.19056 -0.20753 6.27923
H 1.98336 -1.17173 5.39103
H 0.91586 0.44377 3.34753
H -0.37014 2.49177 3.07643
H -0.38964 4.20537 4.86383
H 0.87796 3.79737 6.94463
H 2.21426 1.75937 7.20303
H 5.89036 -1.05573 0.31183
H 6.55076 0.52097 0.86883
H 3.85986 -1.14753 -1.08667
H 2.48486 -0.05733 -2.77597
H 2.72106 2.36217 -3.21127
H 4.34736 3.68467 -1.90297
H 5.68176 2.60617 -0.14887
Cl 1.95846 0.68697 0.92263
O -3.27074 0.05567 0.30543
C -2.16534 0.01637 0.89173
O -1.70324 -0.95093 1.52513
C -1.31274 1.27957 0.72943
C -1.10654 1.40587 -0.76247
Ge -2.90014 1.45897 -1.65397
C -4.17794 2.79297 -0.87757
C -4.22764 4.08627 -1.37857
C -5.06554 5.03627 -0.82197
C -5.88784 4.70107 0.23913
C -5.84844 3.41477 0.74843
C -4.99854 2.47337 0.19623
C -2.30384 2.35277 -3.38917
C -2.56734 1.79617 -4.63437
C -1.99214 2.29597 -5.78977
C -1.12684 3.37407 -5.72087
C -0.85484 3.95257 -4.49277
C -1.44334 3.44457 -3.34997
C -3.78794 -0.12793 -2.45447
C -3.09504 -1.28663 -2.76737
C -3.70774 -2.31343 -3.46317
C -5.02854 -2.18573 -3.86057
C -5.74374 -1.05103 -3.51837
C -5.12184 -0.03393 -2.81887
H -0.36954 1.17187 1.25923
H -1.86974 2.14367 1.10683
H -0.57124 0.52667 -1.13027
H -0.50814 2.27997 -1.01977
H -3.60104 4.35127 -2.21837
H -5.07354 6.04607 -1.21037
H -6.55634 5.43847 0.66523
H -6.47834 3.15067 1.58813
H -4.94434 1.47477 0.59943
H -3.22704 0.94017 -4.69687
H -2.20474 1.83037 -6.74547
H -0.66004 3.75837 -6.61877
H -0.16844 4.78827 -4.42447
H -1.21424 3.89827 -2.39407
H -2.06454 -1.39193 -2.46407
H -3.15724 -3.21253 -3.70717
H -5.50054 -2.96883 -4.44037
H -6.78314 -0.95293 -3.80877
H -5.66864 0.86147 -2.55497
S 0.47556 -5.89543 -1.38917
C 0.65746 -7.52513 -0.88477
C 0.90136 -8.53853 -1.82537
C 1.02606 -9.85193 -1.43177
C 0.91116 -10.20043 -0.09287
C 0.68106 -9.20673 0.84913
C 0.55636 -7.89033 0.46673
H 0.98826 -8.27143 -2.87117
H 1.21276 -10.61913 -2.17777
H 1.00516 -11.23613 0.20983
H 0.59526 -9.47343 1.89633
H 0.37846 -7.12423 1.20673

# 2
100
Properties=species:S:1:pos:R:3 method="wB97M-V/def2-TZVPD" homo_ev=-1.16 homo_lumo_gap_ha=0.196 total_charge=-2 de_lowest_kcal_mol=39.65 lumo_ha=0.154
Ti 1.59021 0.78276 -0.50455
O -1.19078 -2.19619 3.83642
S -1.27448 -1.19481 2.73336
C -2.64242 -0.10532 3.22300
C -3.35537 -0.37723 4.38226
C -4.38663 0.46725 4.75600
C -4.69144 1.56983 3.96287
C -3.94182 1.84495 2.83244
C -2.88990 1.01236 2.43181
P -1.50790 1.48287 1.12983
C -1.59716 3.21535 1.80949
C -2.10195 4.31319 1.11538
C -2.04920 5.58456 1.66507
C -1.48366 5.78750 2.91621
C -0.98373 4.69938 3.61766
C -1.05666 3.42556 3.07790
C -2.73637 1.55362 -0.27106
C -2.42185 2.20443 -1.46942
C -3.35425 2.32947 -2.48982
C -4.62616 1.79749 -2.35004
C -4.93549 1.09070 -1.19821
C -4.00126 0.95848 -0.18006
C -2.21243 -2.13283 1.46585
C -3.30518 -2.82746 1.98051
C -3.98481 -3.75679 1.22530
C -3.52543 -4.05364 -0.05105
C -2.44440 -3.36834 -0.56510
C -1.78917 -2.35266 0.14982
P -0.38064 -1.47334 -0.74277
C 0.62806 -3.04064 -0.72055
C 1.21117 -3.36846 0.50730
C 2.00195 -4.49825 0.64452
C 2.21170 -5.33958 -0.43813
C 1.58993 -5.05743 -1.64325
C 0.79283 -3.92779 -1.78054
C -1.14595 -1.54531 -2.43462
C -0.40389 -1.74135 -3.60050
C -0.99557 -1.66337 -4.85159
C -2.34161 -1.36392 -4.97507
C -3.09021 -1.14620 -3.82838
C -2.49649 -1.22101 -2.58008
H -3.07735 -1.23512 4.98428
H -4.95658 0.27452 5.65766
H -5.50860 2.22725 4.24179
H -4.16656 2.72170 2.23563
H -2.51727 4.17628 0.12637
H -2.44928 6.42445 1.10718
H -1.43124 6.78549 3.33684
H -0.53072 4.84575 4.59191
H -0.67609 2.57726 3.63626
H -1.43089 2.62246 -1.59186
H -3.07668 2.85595 -3.39561
H -5.36659 1.91771 -3.13350
H -5.91541 0.64053 -1.07869
H -4.27484 0.38468 0.69389
H -3.60238 -2.63026 3.00184
H -4.85014 -4.26822 1.62971
H -4.00578 -4.82112 -0.64677
H -2.08945 -3.62619 -1.55298
H 1.07325 -2.70203 1.34587
H 2.45360 -4.71286 1.60539
H 2.84635 -6.21326 -0.34256
H 1.72010 -5.72117 -2.49078
H 0.30553 -3.75868 -2.72922
H 0.65080 -1.96151 -3.54150
H -0.39061 -1.83018 -5.73545
H -2.79734 -1.28102 -5.95491
H -4.14592 -0.91509 -3.90110
H -3.09719 -1.04204 -1.70105
S 0.79784 1.17520 -3.13304
C 2.10103 0.09578 -3.07269
C 2.98502 -0.09732 -4.16303
C 3.99785 -1.01195 -4.05821
C 4.15939 -1.73038 -2.86150
C 3.28478 -1.48251 -1.83278
N 2.26235 -0.61940 -1.92867
H 2.81779 0.49889 -5.04889
H 4.68144 -1.16948 -4.88539
H 4.94927 -2.45871 -2.74530
H 3.36640 -2.00034 -0.88304
C 6.88738 3.52749 0.62462
C 5.46970 4.09281 0.65204
O 4.59977 3.39820 1.52624
P 3.88547 1.93105 1.23938
S 1.65112 -0.25711 1.41343
S 3.80761 1.79033 -0.83254
O 5.30640 1.06505 1.55716
C 5.53285 -0.29312 1.24964
C 5.01766 -1.24087 2.32401
H 7.58649 4.29224 0.27375
H 6.92981 2.66605 -0.04052
H 7.17865 3.20419 1.62386
H 5.04967 4.07532 -0.35839
H 5.47682 5.12506 1.01645
H 6.62219 -0.40167 1.16106
H 5.09086 -0.53350 0.27494
H 5.38693 -0.91986 3.30079
H 5.35453 -2.26289 2.12839
H 3.93000 -1.21016 2.34530
S 0.45859 2.64850 -0.05395

# 3
103
Properties=species:S:1:pos:R:3 method="wB97M-V/def2-TZVPD" homo_ev="-9.93 / -9.92" homo_lumo_gap_ha="0.239 / 0.210" total_charge=+1 multiplicity=2 de_lowest_kcal_mol=13.50 lumo_ha="-0.126 / -0.155"
Ir -0.01017 -1.22358 1.29301
Br 5.33454 2.88702 4.48933
C 4.14263 1.57716 3.83568
C 4.60604 0.25803 3.65558
C 3.77912 -0.72983 3.19882
C 2.43121 -0.44064 2.87125
O 1.70275 -1.40597 2.41833
C 1.97002 0.88848 3.07287
C 0.59987 1.18599 2.94893
N -0.31674 0.36082 2.52453
C -1.67758 0.67189 2.71142
C -2.17304 1.47482 3.70729
C -3.55320 1.75001 3.76655
C -4.41226 1.22595 2.84413
C -3.92937 0.36887 1.82884
C -4.75943 -0.20329 0.83846
C -4.19694 -1.01818 -0.09627
C -2.82425 -1.30818 -0.03291
N -2.02582 -0.82216 0.88963
C -2.56094 0.06143 1.79357
C 2.84767 1.88821 3.55711
H 5.64124 0.03423 3.87786
H 4.13397 -1.73929 3.04658
H 0.26155 2.16533 3.27858
H -1.51962 1.88001 4.46813
H -3.92463 2.38455 4.55951
H -5.47134 1.44439 2.88346
H -5.81896 0.01776 0.83336
H -4.77859 -1.47122 -0.88574
H -2.40397 -1.96799 -0.77401
H 2.47046 2.89056 3.71520
C -1.17590 -3.39615 4.80152
C -1.52981 -4.63404 4.27764
C -1.44561 -4.85144 2.91653
C -1.02544 -3.81988 2.07532
C -0.68316 -2.57035 2.59958
C -0.74715 -2.37055 3.97372
C -0.86053 -3.95491 0.63075
C -1.15140 -5.14556 -0.07963
C -0.96771 -5.18506 -1.42335
C -0.53052 -4.02702 -2.11138
C -0.35815 -4.00492 -3.51250
C 0.01716 -2.85281 -4.14441
C 0.20430 -1.67610 -3.39466
C 0.05019 -1.66725 -2.03430
C -0.28445 -2.85962 -1.36399
N -0.42290 -2.87150 0.00651
H -1.22584 -3.23226 5.87032
H -1.85322 -5.42961 4.93432
H -1.69116 -5.82655 2.51874
H -0.44635 -1.42660 4.40802
H -1.50403 -6.00996 0.46073
H -1.17334 -6.08837 -1.98414
H -0.53246 -4.91569 -4.07130
H 0.15353 -2.83579 -5.21683
H 0.47600 -0.75794 -3.90013
H 0.16283 -0.74652 -1.47248
O 1.94684 -2.21164 0.11172
C 2.32214 -1.06696 -0.25445
O 1.64058 -0.04589 0.03873
C 3.56917 -0.92582 -1.05072
C 4.32535 -2.05047 -1.35261
C 5.48688 -1.95804 -2.12151
C 5.83309 -0.70503 -2.56429
O 6.91434 -0.34801 -3.30913
C 6.76903 1.04834 -3.57871
O 5.66940 1.52793 -2.80630
C 5.07962 0.42038 -2.26169
C 3.94216 0.34931 -1.50639
H 3.99767 -3.01032 -0.97932
H 6.09036 -2.82357 -2.35373
H 6.55786 1.18838 -4.64186
H 7.67727 1.56781 -3.27664
H 3.36292 1.22163 -1.24200
C -3.59144 3.06426 -2.76951
N -2.75203 2.06243 -2.12539
C -2.65961 0.83819 -2.90579
P -1.40065 2.46239 -1.22873
O -0.89745 1.29325 -0.46840
N -1.94489 3.77175 -0.36172
C -3.20101 3.66028 0.37096
C -0.95495 4.55608 0.36687
N -0.17632 3.07943 -2.15242
C 1.05516 2.33747 -2.36694
C -0.39899 4.17385 -3.08072
H -4.63384 2.73521 -2.75504
H -3.30227 3.21886 -3.81508
H -3.52550 4.01750 -2.25164
H -3.65350 0.39805 -3.02138
H -2.01383 0.12108 -2.40543
H -2.25777 1.02651 -3.90948
H -3.81913 2.86604 -0.04227
H -3.75590 4.60020 0.31554
H -3.01449 3.43556 1.42719
H -0.03485 4.63785 -0.20628
H -0.72406 4.10021 1.33801
H -1.34626 5.55942 0.54427
H 1.13977 1.54095 -1.63087
H 1.91434 3.00529 -2.25154
H 1.09471 1.91763 -3.37917
H -1.27015 4.75626 -2.78496
H -0.54545 3.81618 -4.10595
H 0.46656 4.84099 -3.07893

# 4
103
Properties=species:S:1:pos:R:3 method="wB97M-V/def2-TZVPD" homo_ev="-8.66 / -10.12" homo_lumo_gap_ha="0.189 / 0.242" total_charge=+1 multiplicity=2 de_lowest_kcal_mol=71.44 lumo_ha="-0.130 / -0.130"
Ir -0.20742 -0.58853 0.22803
Br -4.53924 3.73885 4.17643
C -3.30085 2.42930 3.59858
C -2.06075 2.31409 4.24134
C -1.13708 1.41168 3.78104
C -1.39549 0.59700 2.65644
O -0.49724 -0.25576 2.26421
C -2.67540 0.68246 2.05599
C -3.06293 -0.13376 0.95303
N -2.31574 -0.86949 0.19388
C -2.95799 -1.54739 -0.87944
C -4.13395 -1.03581 -1.44249
C -4.90768 -1.79125 -2.30983
C -4.58263 -3.10795 -2.55131
C -3.38571 -3.64284 -2.04535
C -3.04724 -5.01463 -2.17833
C -1.88439 -5.49472 -1.57112
C -0.96873 -4.62213 -1.06270
N -1.19359 -3.24235 -1.10547
C -2.49934 -2.78954 -1.33979
C -3.61500 1.60522 2.55363
H -1.83793 2.93626 5.09733
H -0.17146 1.30193 4.25720
H -4.13018 -0.12300 0.74776
H -4.43715 -0.02520 -1.20399
H -5.78741 -1.35541 -2.76418
H -5.23261 -3.74802 -3.13335
H -3.72230 -5.67760 -2.70023
H -1.68067 -6.55518 -1.52664
H -0.00499 -4.93623 -0.69137
H -4.58787 1.68398 2.08290
C 0.85841 -1.38916 -3.53798
C 2.13261 -1.53838 -3.00085
C 2.29060 -2.10792 -1.75301
C 1.18820 -2.55548 -1.02993
C -0.10487 -2.43993 -1.58428
C -0.24575 -1.84344 -2.84760
C 1.31496 -3.00601 0.36333
C 2.41716 -3.74201 0.82840
C 2.49012 -4.03994 2.15874
C 1.43149 -3.68161 3.01992
C 1.40574 -4.05312 4.38245
C 0.31850 -3.76468 5.15587
C -0.79002 -3.09922 4.59336
C -0.79009 -2.71360 3.28306
C 0.33240 -2.97512 2.46931
N 0.33463 -2.60708 1.15882
H 0.72750 -0.95550 -4.52014
H 3.00037 -1.19849 -3.55017
H 3.27275 -2.16143 -1.30447
H -1.22756 -1.80045 -3.30062
H 3.18683 -4.04973 0.13511
H 3.34343 -4.57169 2.56173
H 2.25184 -4.59171 4.79033
H 0.29567 -4.07102 6.19271
H -1.65599 -2.90516 5.21238
H -1.64592 -2.22498 2.84287
O 0.85754 1.53834 0.76741
C 1.91990 0.89304 0.85552
O 1.96911 -0.30584 0.39848
C 3.12464 1.46363 1.50413
C 3.22995 2.82895 1.71997
C 4.34605 3.37547 2.35279
C 5.31448 2.49835 2.77601
O 6.47877 2.77363 3.42023
C 7.10491 1.51927 3.68115
O 6.30585 0.50057 3.08564
C 5.20565 1.12619 2.57133
C 4.12970 0.57765 1.93059
H 2.42618 3.47257 1.38954
H 4.45414 4.43913 2.51186
H 7.16649 1.35603 4.76027
H 8.10348 1.50900 3.24133
H 4.03842 -0.48587 1.76261
C -0.79172 4.77902 -1.45177
N -1.02651 3.37976 -1.13941
C -1.70490 3.13603 0.11778
P -0.62378 2.15414 -2.16927
O -0.84763 0.81121 -1.54043
N 0.89358 2.57470 -2.69214
C 1.90239 3.00275 -1.72864
C 1.45870 1.95610 -3.88563
N -1.49011 2.19285 -3.59150
C -2.74642 1.46235 -3.67240
C -1.42917 3.33528 -4.49041
H -0.23636 5.25663 -0.63881
H -1.73698 5.31629 -1.57399
H -0.21150 4.87407 -2.36554
H -1.10027 3.48637 0.96029
H -1.85341 2.07098 0.23625
H -2.67390 3.64522 0.14411
H 1.43213 3.27704 -0.78935
H 2.45098 3.86076 -2.12702
H 2.61984 2.20109 -1.52774
H 0.67538 1.46595 -4.45713
H 2.22020 1.21936 -3.61545
H 1.93228 2.71741 -4.51157
H -2.75235 0.66504 -2.93480
H -2.85282 1.01984 -4.66657
H -3.60864 2.11908 -3.50507
H -0.46684 3.83455 -4.41285
H -2.22391 4.06049 -4.28237
H -1.55554 2.98844 -5.51900